Density functional theory data (wB97M-V/def2-TZVPD) for a structure of composition C2H6O2Tl in a non-equilibrium geometry.

Each line ends with the Mulliken charge.
Geometry (Å):
1 Tl -33.1261 2.5068 -0.1363  1.007
2 O -32.0684 7.6162 0.6679  -0.089
3 O -29.7073 6.2119 1.0026  -0.083
4 C -29.7672 7.5885 0.5867  -0.183
5 C -30.9236 8.2763 1.2042  -0.050
6 H -29.1297 6.1951 1.7692  0.448
7 H -32.8323 8.1977 0.6598  0.452
8 H -31.0395 9.2886 0.8170  0.399
9 H -28.7968 8.0219 0.8287  0.397
10 H -29.8775 7.6350 -0.4968  0.321
11 H -30.9747 8.3663 2.2893  0.381

Output
Relative energy (zero: lowest compared OMol25 entry of this formula, charge and spin): 0.468 eV
HOMO-LUMO gap: 2.6 eV
Multiplicity: 1
Net charge: +3
F_max: 6.76 eV Å⁻¹

=====

Density functional theory data (wB97M-V/def2-TZVPD) for a cluster of 2 separate species, C2H6O3S in total in a non-equilibrium geometry.

Each line ends with the Mulliken charge.
Geometry (Å):
1 S -1.7117 0.0333 -0.9009  -0.235
2 O 2.0147 -0.4997 0.5341  -0.446
3 O 1.1038 0.5353 -1.3654  -0.515
4 O -0.7195 0.9817 1.5348  -0.448
5 C -0.8308 -0.0939 0.6168  -0.168
6 C 1.0565 -0.4870 -0.3439  -0.026
7 H -2.8636 -0.2061 -0.3341  0.119
8 H 0.4809 0.3528 -2.0747  0.321
9 H 0.9331 -1.4759 -0.7325  0.343
10 H -0.8679 1.7375 1.0065  0.337
11 H 2.3547 0.2915 0.9602  0.351
12 H -0.9501 -1.1696 1.0992  0.367

Output
Relative energy (zero: lowest compared OMol25 entry of this formula, charge and spin): 2.869 eV
HOMO-LUMO gap: 8.5 eV
Multiplicity: 1
Net charge: 0
F_max: 5.26 eV Å⁻¹

=====

Density functional theory data (wB97M-V/def2-TZVPD) for a cluster of 2 separate species, C2H6O4 in total in a non-equilibrium geometry.

Each line ends with the Mulliken charge.
Geometry (Å):
1 O -1.5541 -1.2715 0.3086  -0.430
2 O 1.0342 -0.2783 0.7395  -0.491
3 O -2.0761 0.7401 1.0863  -0.491
4 O -1.0760 0.6013 -1.0004  -0.618
5 C -1.4828 0.0589 0.0299  0.739
6 C 1.5568 0.1148 -0.4723  -0.614
7 H -2.2203 1.7492 0.8511  0.374
8 H 1.9460 -0.7967 -0.9704  0.264
9 H 0.8056 0.7395 -0.9716  0.300
10 H 1.6694 -0.8071 1.1601  0.281
11 H -0.9595 -1.6566 -0.4211  0.387
12 H 2.3569 0.8065 -0.3396  0.298

Output
Relative energy (zero: lowest compared OMol25 entry of this formula, charge and spin): 0.775 eV
SMILES: O=C(O)O.CO
HOMO-LUMO gap: 10.9 eV
Multiplicity: 1
Net charge: 0
F_max: 3.29 eV Å⁻¹

=====

Density functional theory data (wB97M-V/def2-TZVPD) for the molecule C2H6O4S in a non-equilibrium geometry.

Each line ends with the Mulliken charge.
Geometry (Å):
1 S 0.8190 1.1533 0.7075  1.216
2 O -0.0083 1.7683 -0.2466  -0.514
3 O 0.2235 -0.6635 0.2828  -0.289
4 O 2.2525 1.0189 0.5419  -0.521
5 O 0.3379 1.1254 2.0250  -0.522
6 C -1.3078 -0.3947 0.5063  -0.903
7 C 0.5067 -0.7475 -1.1657  -0.752
8 H -1.6275 -1.3736 0.6177  0.337
9 H 1.3766 -1.3433 -1.1590  0.319
10 H -1.5368 0.1910 1.3957  0.348
11 H -0.2572 -1.1526 -1.7475  0.363
12 H 0.8593 0.1368 -1.5843  0.390
13 H -1.6378 0.2815 -0.1738  0.527

Output
Relative energy (zero: lowest compared OMol25 entry of this formula, charge and spin): 1.906 eV
HOMO-LUMO gap: 11.6 eV
Multiplicity: 1
Net charge: 0
F_max: 3.47 eV Å⁻¹

=====

Density functional theory data (wB97M-V/def2-TZVPD) for a cluster of 2 separate species, C2H6OS in total in a non-equilibrium geometry.

Each line ends with the Mulliken charge.
Geometry (Å):
1 S 1.8033 -1.0099 -0.5364  -0.049
2 O 1.5022 -0.9148 -2.2282  -0.479
3 C -0.5261 0.6686 1.2128  -0.850
4 C -0.6675 -0.3917 0.0742  -0.657
5 H -1.0198 0.1106 -0.7783  0.303
6 H -0.0529 1.6591 0.9685  0.255
7 H -1.5841 0.8392 1.3100  0.327
8 H 1.5790 0.0404 -2.5049  0.334
9 H -0.3102 0.4159 2.1823  0.391
10 H -0.7238 -1.4173 0.3000  0.426

Output
Relative energy (zero: lowest compared OMol25 entry of this formula, charge and spin): 2.984 eV
HOMO-LUMO gap (alpha / beta): 7.9 / 7.9 eV
Multiplicity: 1
Net charge: 0
F_max: 5.74 eV Å⁻¹

=====

Density functional theory data (wB97M-V/def2-TZVPD) for a cluster of 2 separate species, C2H6OS in total.

Each line ends with the Mulliken charge.
Geometry (Å):
1 S 1.8721 -0.5511 2.3684  -0.297
2 O -1.4914 -0.1030 0.0654  -0.445
3 C 0.1338 0.2974 -1.6587  -0.705
4 C -1.0680 0.4500 -1.1123  0.105
5 H 0.4693 1.0299 -2.3822  0.227
6 H -1.9018 0.8599 -1.6710  0.333
7 H -0.6988 -0.1611 0.6191  0.243
8 H 0.9520 0.0594 3.1222  0.161
9 H 0.8206 -0.4708 -1.3373  0.239
10 H 0.9121 -1.4105 1.9864  0.139

Output
Relative energy (zero: lowest compared OMol25 entry of this formula, charge and spin): 0.811 eV
SMILES: C=CO.S
HOMO-LUMO gap: 9.7 eV
Multiplicity: 1
Net charge: 0
F_max: 0.86 eV Å⁻¹

=====

Density functional theory data (wB97M-V/def2-TZVPD) for the molecule C2H6OS in a non-equilibrium geometry.

Each line ends with the Mulliken charge.
Geometry (Å):
1 S -0.0635 -0.2329 1.0621  -0.108
2 O 0.5225 -2.2903 -0.5084  -0.503
3 C 0.1821 -0.9386 -0.6688  -0.261
4 C -0.1952 1.5643 0.6635  -0.801
5 H 0.9782 -0.4156 -1.2183  0.272
6 H 0.6830 1.9183 0.0784  0.261
7 H -0.2016 2.1316 1.5889  0.294
8 H -0.7571 -0.8167 -1.2088  0.267
9 H -1.0812 1.7642 0.0533  0.272
10 H -0.0672 -2.6843 0.1582  0.306

Output
Relative energy (zero: lowest compared OMol25 entry of this formula, charge and spin): 0.047 eV
SMILES: CSCO
HOMO-LUMO gap: 9.6 eV
Multiplicity: 1
Net charge: 0
F_max: 1.32 eV Å⁻¹

=====

Density functional theory data (wB97M-V/def2-TZVPD) for the molecule C2H6OS3 in a non-equilibrium geometry.

Each line ends with the Mulliken spin population.
Geometry (Å):
1 S 2.2493 -0.5946 0.0271  0.004
2 S -2.1545 -0.5734 0.0969  1.359
3 S -0.5412 1.8750 -0.3921  0.163
4 O -0.0605 -0.5143 -1.6332  -0.073
5 C -0.5289 0.1200 -0.2654  0.172
6 C 0.5223 -0.4025 0.7060  0.140
7 H 2.7178 0.6063 0.3334  -0.001
8 H 0.1121 -1.2348 1.1092  -0.032
9 H -1.1259 2.0608 -1.5645  -0.005
10 H 0.4932 0.4064 1.4533  -0.069
11 H 0.3064 -1.3324 -1.4040  0.035
12 H -1.9901 -0.4166 1.5333  0.307

Output
Relative energy (zero: lowest compared OMol25 entry of this formula, charge and spin): 2.341 eV
Expectation value of S²: 2.01
HOMO-LUMO gap (alpha / beta): 5.3 / 6.4 eV
Multiplicity: 3
Net charge: 0
F_max: 5.06 eV Å⁻¹

=====

> What is the F_max in the second record?

5.26 eV Å⁻¹